1.
# C20H42ClFN4O4P

A cluster of 2 separate species, C20H42ClFN4O4P in total in a non-equilibrium geometry (ωB97M-V/def2-TZVPD, the Open Molecules 2025 dataset).

The net charge is +1. The relative energy (zero: lowest compared OMol25 entry of this formula, charge and spin) is 322.71 kJ/mol. For the total energy, the calculation gives -2208.094397 a.u. The value obtained for the gap between HOMO and LUMO is 6.45 eV. As for the LUMO energy: -3.69 eV.

```
73
Properties=species:S:1:pos:R:3:forces:R:3
C -4.31286 2.29951 -3.21502 -0.5 0.2 0.7
C -5.34129 2.29759 -1.95883 -0.3 -0.5 -0.6
C -5.52888 3.75929 -1.28870 -0.7 -1.2 -1.1
Cl -6.60810 3.60702 0.20502 1.0 0.4 -1.3
N -4.24132 4.43660 -0.95479 4.8 2.6 1.1
C -3.61632 5.61428 -1.58673 2.6 0.7 1.2
F -4.18866 6.36669 -2.65910 1.7 -2.8 3.6
C -2.25749 5.88453 -0.89815 -2.6 -1.3 -0.4
P -0.92922 7.20142 -1.24928 -1.3 2.7 -3.4
O -1.46892 8.47431 -1.92331 0.8 -2.9 2.0
N -2.07697 4.86533 0.17941 -6.7 0.9 -5.1
N -1.00420 4.74871 1.04897 0.3 0.4 1.3
C -3.27676 4.07521 0.05983 1.4 -1.1 2.5
C -3.30852 2.83424 1.11079 -0.1 -0.1 -0.9
C -2.29414 1.72039 0.46633 -1.4 0.2 0.3
C -2.15050 0.39758 1.36709 0.5 0.0 0.4
C -0.71208 -0.27498 1.07802 0.4 0.8 0.5
C -0.17396 -0.12667 -0.43023 0.3 -0.5 -0.3
C -1.15817 -0.69125 -1.57391 0.2 -0.4 -0.2
C -1.98396 -2.01815 -1.18225 0.0 0.6 -1.8
O -1.12208 -3.16133 -1.40167 -0.8 0.3 1.8
C -0.43208 -3.56022 -0.18623 0.3 0.2 0.4
H -3.25302 2.42988 -2.78896 -1.4 -0.1 -1.0
H -4.62363 3.16963 -3.90488 0.8 -1.3 1.0
H -4.40099 1.31225 -3.81663 0.2 1.7 1.2
H -6.37207 2.00451 -2.40352 1.6 0.6 1.1
H -5.06178 1.48635 -1.17788 -0.4 1.6 -1.2
H -6.06005 4.40617 -2.06984 0.9 -0.6 1.4
H -0.02886 6.58119 -2.20815 -0.5 -0.1 1.2
H -0.13543 7.44435 -0.07442 -0.6 -0.6 -0.2
H -0.48790 5.65323 1.11285 -0.7 -0.8 -0.5
H -1.33527 4.59196 2.02549 0.0 -0.1 -1.0
H -4.36590 2.41687 1.26326 1.6 0.7 -0.4
H -2.93466 3.15163 2.15725 -0.6 -0.2 -1.8
H -1.30698 2.28230 0.28282 -1.4 -1.3 0.2
H -2.80809 1.39480 -0.51884 1.2 0.7 1.4
H -3.01487 -0.34824 1.18653 1.3 1.4 0.0
H -2.18651 0.62487 2.50644 0.0 -0.1 -1.9
H -0.70885 -1.35725 1.46663 0.0 1.6 -0.9
H 0.04862 0.29385 1.74922 -1.2 -1.0 -1.1
H 0.10976 0.96619 -0.70399 -0.5 -1.8 0.7
H 0.82328 -0.71833 -0.49955 -1.7 0.9 0.1
H -0.48205 -0.98205 -2.47223 -1.3 0.4 1.4
H -1.90921 0.07251 -1.98670 1.1 -0.8 0.8
H -2.48980 -1.98652 -0.15595 1.0 -0.2 -1.2
H -2.84153 -2.10503 -1.96268 1.4 0.0 1.3
H -1.10529 -3.38134 0.72899 0.9 -0.3 -1.2
H -0.21141 -4.68463 -0.22263 -0.2 1.8 -0.2
H 0.52848 -2.92287 -0.08917 -1.4 -1.3 0.0
C 4.84358 -3.90443 3.94150 0.0 0.3 -0.1
O 5.77215 -3.32134 3.04093 -0.1 -0.5 0.2
C 6.56036 -4.27902 2.32987 0.2 0.3 -0.5
C 6.14158 -4.35527 0.85886 -0.3 -0.1 0.5
N 4.82218 -4.97041 0.70677 0.1 0.2 -0.1
C 4.22965 -4.79759 -0.62226 -0.1 0.1 0.3
C 3.98322 -3.36276 -1.12361 -0.2 -0.4 -0.3
O 2.95815 -2.66201 -0.42357 0.3 0.1 0.0
C 3.36896 -2.09613 0.81199 -0.4 0.0 -0.1
H 4.46244 -3.11396 4.59219 0.1 0.0 -0.1
H 3.99269 -4.33655 3.40544 0.0 -0.2 0.1
H 5.31590 -4.66778 4.56506 0.0 0.0 0.0
H 6.54308 -5.26467 2.80750 -0.2 0.1 0.0
H 7.59280 -3.91684 2.36984 -0.1 0.0 0.0
H 6.87863 -4.94253 0.30331 0.0 0.0 0.0
H 6.15283 -3.33328 0.46653 0.2 0.1 0.0
H 4.18836 -4.57272 1.38976 0.1 -0.1 0.0
H 3.26562 -5.31141 -0.60022 0.0 0.0 -0.1
H 4.85060 -5.32674 -1.35397 0.0 0.1 0.0
H 3.62875 -3.44288 -2.15661 0.0 0.0 0.1
H 4.89908 -2.76575 -1.17204 0.0 0.0 0.2
H 4.40376 -1.74611 0.78647 0.0 -0.1 0.0
H 3.22353 -2.81593 1.61859 0.2 0.1 0.2
H 2.72264 -1.24031 1.02696 0.0 0.0 -0.1
```
Forces are in eV/Å.

Mulliken population analysis, charges in e, atoms 1 to 8:
1 C -0.90
2 C -0.43
3 C -0.38
4 Cl -0.11
5 N 0.34
6 C 0.51
7 F -0.24
8 C -0.18

***

2.
# C36H38N8O6

An isolated molecule of C36H38N8O6 in a non-equilibrium geometry (ωB97M-V/def2-TZVPD, the Open Molecules 2025 dataset).

The relative energy (zero: lowest compared OMol25 entry of this formula, charge and spin) is 0.00 kJ/mol. For the total energy, the calculation gives -2284.217996 a.u. The value obtained for the gap between HOMO and LUMO is 8.84 eV. As for the SMILES: O=C1c2ccccc2C(=O)N1CCCc1cn(C[C@H]2CC[C@@H]([C@@H]3CC[C@H](Cn4cc(CCCN5C(=O)c6ccccc6C5=O)nn4)O3)O2)nn1. As for the LUMO energy: -0.17 eV.

```
88
Properties=species:S:1:pos:R:3:forces:R:3
O 1.95281 2.97823 2.28215 0.0 0.1 0.0
C 2.62891 1.99507 2.10968 0.0 0.1 0.0
C 2.29896 0.56675 2.32484 0.2 -0.7 0.0
C 1.13507 -0.04147 2.74474 0.2 0.2 -0.1
C 1.12761 -1.43104 2.83401 0.0 0.0 0.0
C 2.25698 -2.17523 2.53374 0.1 0.0 0.0
C 3.43633 -1.56001 2.11741 0.1 0.2 0.0
C 3.43626 -0.18525 2.00797 -0.6 -0.1 0.2
C 4.49985 0.74738 1.57047 0.2 0.0 0.1
O 5.62629 0.51230 1.20540 0.0 -0.1 -0.1
N 3.94048 2.01215 1.65680 0.2 0.3 0.1
C 4.63099 3.21804 1.25875 0.0 0.4 -0.1
C 4.07005 3.80570 -0.03730 0.2 -0.2 0.1
C 4.19511 2.84928 -1.22949 -0.1 0.2 0.1
C 3.17198 1.76753 -1.18967 0.4 -0.8 -0.1
C 3.33168 0.39711 -1.12435 -0.2 0.5 -0.2
N 2.07328 -0.09550 -1.10983 0.7 0.7 -0.1
C 1.66036 -1.46500 -1.00659 -0.1 -0.7 -0.2
C 2.20112 -2.32072 -2.16940 0.2 0.1 0.5
C 2.04571 -3.81643 -1.87914 0.0 0.2 -0.2
C 0.62767 -4.07688 -2.37479 0.1 0.2 -0.1
C 0.50342 -3.10461 -3.55534 -0.6 -0.3 0.0
C -0.90875 -2.51106 -3.68096 0.4 -0.3 -0.4
C -1.00202 -1.41036 -4.75779 -0.1 -0.1 0.1
C -1.30089 -0.14563 -3.95457 -0.1 -0.2 0.2
C -1.96888 -0.71047 -2.70047 -0.2 0.4 0.0
C -1.83428 0.21206 -1.48656 0.3 -0.1 -0.7
N -2.21104 -0.45348 -0.27460 -0.8 -0.3 0.6
C -3.44994 -0.75140 0.17715 0.3 -0.4 0.4
C -3.23647 -1.38295 1.38588 -0.4 0.2 -0.8
C -4.21010 -1.91297 2.38117 0.1 0.0 0.2
C -3.97269 -1.31389 3.77257 -0.2 0.1 -0.1
C -4.47295 0.12711 3.89007 0.1 -0.3 0.3
N -3.83880 1.00646 2.93366 -0.2 0.0 0.3
C -4.48880 1.50832 1.81758 -0.2 0.1 0.1
O -5.65061 1.31946 1.54990 0.0 0.0 -0.1
C -3.46493 2.28084 1.07733 0.6 0.2 0.0
C -3.55407 2.99313 -0.10033 -0.1 -0.1 0.1
C -2.39169 3.58764 -0.58600 -0.1 0.0 0.0
C -1.19022 3.47113 0.09415 0.0 0.0 0.1
C -1.10646 2.77568 1.29748 -0.1 -0.1 0.1
C -2.25615 2.18247 1.77495 -0.3 0.3 -0.6
C -2.49902 1.36678 2.98880 0.0 0.0 0.1
O -1.74141 1.05854 3.87378 0.0 0.0 0.1
N -1.90013 -1.43371 1.57967 -0.2 -0.4 0.6
N -1.30373 -0.88040 0.58855 1.0 0.4 -0.6
O -1.30106 -1.93198 -2.44743 0.1 0.1 0.1
O 1.48274 -2.09157 -3.36472 -0.1 0.3 -0.1
N 1.20687 0.90294 -1.16432 -0.8 -0.6 0.1
N 1.84508 2.01496 -1.21154 0.2 0.7 0.0
H 0.25903 0.52756 3.00785 -0.1 0.1 0.0
H 0.21584 -1.92534 3.12711 -0.1 -0.1 0.0
H 2.22566 -3.25164 2.62163 0.0 -0.1 0.0
H 4.32186 -2.13218 1.88385 0.1 -0.1 0.0
H 4.53191 3.95223 2.06391 0.1 -0.1 -0.1
H 5.68341 2.94795 1.13661 -0.1 0.1 0.1
H 3.01850 4.05763 0.10650 0.0 0.1 0.0
H 4.62003 4.72362 -0.25017 0.0 0.1 0.0
H 4.05384 3.42148 -2.14973 0.1 -0.1 0.0
H 5.18958 2.39906 -1.24963 0.0 0.0 -0.1
H 4.20568 -0.21716 -1.08523 0.2 -0.2 0.0
H 2.02390 -1.86842 -0.05738 -0.1 0.1 -0.1
H 0.56823 -1.47657 -1.00372 0.2 0.0 0.1
H 3.24219 -2.04073 -2.36867 -0.1 -0.1 0.1
H 2.76562 -4.38265 -2.47169 0.0 0.0 0.0
H 2.18173 -4.05578 -0.82795 0.1 0.0 0.1
H -0.09942 -3.80718 -1.60989 0.0 -0.1 0.0
H 0.46431 -5.10745 -2.68016 -0.1 0.0 0.0
H 0.73489 -3.60688 -4.50711 -0.1 0.0 0.1
H -1.59167 -3.34358 -3.91469 0.1 0.1 0.0
H -1.80813 -1.63154 -5.45697 0.0 0.0 0.0
H -0.06737 -1.32941 -5.30634 0.0 0.0 -0.1
H -0.37340 0.34922 -3.66803 0.0 0.1 0.0
H -1.93766 0.55704 -4.48580 0.0 0.1 0.0
H -3.03557 -0.92344 -2.89437 0.1 0.0 0.0
H -2.46910 1.08933 -1.63307 0.1 -0.1 0.1
H -0.79010 0.52761 -1.36441 -0.4 0.0 0.0
H -4.34293 -0.50158 -0.35513 -0.2 0.1 -0.1
H -4.09044 -2.99777 2.44313 -0.1 0.0 0.0
H -5.22471 -1.69590 2.04107 0.0 -0.1 0.0
H -2.90399 -1.34202 3.98917 0.0 -0.1 0.1
H -4.49615 -1.91004 4.52152 0.0 0.0 0.1
H -4.26510 0.50453 4.89564 -0.1 0.0 -0.1
H -5.54729 0.17966 3.69343 0.1 0.0 0.1
H -4.49509 3.07884 -0.62287 -0.1 0.0 -0.1
H -2.42863 4.14423 -1.51088 0.0 0.0 -0.1
H -0.29715 3.91677 -0.31384 0.1 0.0 -0.1
H -0.17289 2.71549 1.83287 0.1 0.0 0.1
```
Forces are in eV/Å.

natural (NBO) population analysis, charges in e, atoms 1 to 8:
1 O -0.57
2 C 0.68
3 C -0.07
4 C -0.17
5 C -0.17
6 C -0.21
7 C -0.18
8 C -0.15